Density functional theory data (the ωB97M-V functional and the def2-TZVPD basis) for a 3-piece molecular cluster, C8H22FO10P3S2 overall.

Atoms and positions in Å:
O 4.17537 -1.62285 3.69743
C 3.88856 -0.87139 2.81139
F 3.53865 -1.35940 1.62222
C 3.94738 0.61791 2.95735
P 2.72366 1.62451 1.96113
P 0.96264 1.72379 3.28917
P -0.53400 0.45670 2.38007
O -1.04861 0.97842 1.12489
O -1.73450 0.34057 3.45620
O 0.11589 -0.99766 2.19582
H 4.93615 0.92946 2.66325
H 3.77845 0.84898 3.98865
H 2.30780 0.86939 0.84972
H 1.29374 1.10040 4.51582
H -1.72148 -0.56939 3.77517
H -0.27530 -1.36678 1.39667
C -6.55824 -2.13611 -1.34414
C -5.28950 -1.33102 -1.13932
O -5.38843 -0.42239 -0.02583
S -5.25216 -1.02343 1.43960
C -5.03527 0.50454 2.28471
O -4.03726 -1.77615 1.52352
O -6.49950 -1.60547 1.82295
H -6.72240 -2.83170 -0.52248
H -6.49343 -2.71038 -2.26855
H -7.42545 -1.47840 -1.39377
H -4.42202 -1.98044 -1.01215
H -5.10156 -0.70581 -2.00959
H -4.10480 0.96200 1.95770
H -4.99288 0.28537 3.34881
H -5.88611 1.14586 2.07149
C 3.06301 1.66909 -5.11159
C 2.75429 0.48847 -4.21233
O 3.85766 0.15653 -3.34163
S 4.09942 1.07463 -2.06956
C 5.22309 0.00622 -1.23629
O 2.87773 1.15629 -1.32647
O 4.78809 2.25964 -2.46593
H 3.15847 2.58951 -4.53755
H 2.26389 1.80403 -5.84025
H 4.00352 1.51356 -5.63927
H 1.85457 0.66283 -3.62053
H 2.58017 -0.40144 -4.81324
H 4.70580 -0.91115 -0.96901
H 5.55930 0.52728 -0.34245
H 6.06557 -0.19461 -1.89179

Forces on the atoms, in the same order (eV/Å):
O -0.3 0.3 -0.8
C 0.6 -0.8 2.0
F -0.1 0.2 -0.5
C -1.1 -0.7 -1.5
P 0.5 1.1 0.2
P -0.7 0.9 0.1
P -0.1 0.0 0.3
O 0.0 0.6 -0.8
O 0.9 -0.5 -0.1
O -0.2 0.0 0.6
H 0.4 0.2 -0.1
H 0.2 0.1 0.6
H -0.1 -0.5 0.4
H 0.1 -0.5 -0.4
H -0.3 -0.1 0.4
H 0.0 -0.3 -0.3
C -0.1 0.0 0.2
C -0.1 -0.4 -0.5
O 0.0 0.0 0.1
S 0.1 0.8 0.0
C 0.0 0.1 0.0
O 0.0 -0.4 0.0
O 0.0 -0.3 0.1
H 0.0 0.0 0.0
H 0.1 0.1 0.0
H 0.0 0.0 -0.1
H 0.0 0.1 0.2
H 0.0 0.2 0.1
H 0.0 0.0 0.0
H 0.0 -0.1 0.0
H 0.0 0.0 0.0
C 0.2 0.1 0.2
C -0.4 0.2 -0.4
O 0.1 -0.1 0.1
S 0.2 -0.5 -0.2
C 0.0 -0.1 0.0
O -0.1 0.2 -0.1
O -0.1 0.2 0.1
H 0.0 0.0 0.0
H 0.0 -0.1 0.0
H 0.0 -0.1 -0.1
H 0.1 0.0 0.1
H 0.2 -0.1 0.1
H 0.0 0.0 0.0
H 0.0 0.1 0.0
H 0.0 0.0 0.0

Properties
- SMILES: O=C(F)C[PH]#[PH]P(=O)(O)O.CCOS(C)(=O)=O.CCOS(C)(=O)=O
- HOMO: -0.3279 Eh
- Energy: -81383.183 eV
- 2S+1: 1
- F_max: 2.26 eV/A
- E_LUMO: 0.38 eV
- Frontier orbital gap: 9.3 eV

Let us look at the Mulliken charges, expressed in e, one per atom: number 1, O, carries -0.52; number 2, C, carries 0.61; number 3, F, carries -0.19; number 4, C, carries -0.72; number 5, P, carries 0.12; number 6, P, carries -0.19; number 7, P, carries 0.91; number 8, O, carries -0.60; number 9, O, carries -0.46; number 10, O, carries -0.46; number 11, H, carries 0.37; number 12, H, carries 0.41; number 13, H, carries 0.06; number 14, H, carries 0.05; number 15, H, carries 0.31; number 16, H, carries 0.31; number 17, C, carries -0.99; number 18, C, carries -0.34; number 19, O, carries -0.26; number 20, S, carries 1.22; number 21, C, carries -0.89; number 22, O, carries -0.62; number 23, O, carries -0.63; number 24, H, carries 0.30; number 25, H, carries 0.39; number 26, H, carries 0.27; number 27, H, carries 0.32; number 28, H, carries 0.28; number 29, H, carries 0.24; number 30, H, carries 0.37; number 31, H, carries 0.34; number 32, C, carries -0.99; number 33, C, carries -0.33; number 34, O, carries -0.29; number 35, S, carries 1.19; number 36, C, carries -0.93; number 37, O, carries -0.58; number 38, O, carries -0.62; number 39, H, carries 0.29; number 40, H, carries 0.39; number 41, H, carries 0.27; number 42, H, carries 0.31; number 43, H, carries 0.28; number 44, H, carries 0.30; number 45, H, carries 0.32; number 46, H, carries 0.37

***

Density functional theory data (the ωB97M-V functional and the def2-TZVPD basis) for a 2-piece molecular cluster, C8H23ClN2O4SSi2 overall.

Atoms and positions in Å:
C 3.53060 0.47503 2.03817
Si 4.03543 0.72989 0.20151
C 4.18268 2.67288 -0.04675
C 5.85819 0.06373 -0.07621
Si 2.58469 0.03040 -1.30184
O 3.54477 -0.53000 -2.70929
C 1.49868 -1.47028 -0.78896
C 0.71299 -1.32144 0.64023
C -0.74080 -2.11376 0.70587
C -1.82372 -1.63612 -0.42407
S -2.18648 0.20390 -0.45523
O -3.65202 0.34382 -1.02674
O -1.28040 0.97378 -1.46018
Cl -2.22229 1.05340 1.47074
H 4.53665 0.24696 2.63957
H 2.81859 -0.42758 2.24949
H 3.13369 1.50412 2.49131
H 3.11305 3.14778 -0.11184
H 4.84430 2.91129 -0.99786
H 4.76517 3.05015 0.90639
H 6.43415 0.19524 0.96075
H 5.88404 -1.03485 -0.47949
H 6.34456 0.84030 -0.83229
H 1.73240 1.12186 -1.83923
H 3.48920 -1.54180 -2.75192
H 0.67893 -1.59388 -1.64632
H 2.08949 -2.49808 -0.78617
H 0.56749 -0.18657 0.97412
H 1.39507 -1.87028 1.45162
H -0.60805 -3.28920 0.62804
H -1.24791 -1.90534 1.76552
H -2.85356 -2.17225 -0.14784
H -1.54346 -2.03500 -1.50787
N -6.53059 0.60826 -0.63802
C -7.24096 0.68079 0.50240
N -8.54337 0.96918 0.32704
O -6.74584 0.50013 1.60267
H -6.93079 0.75572 -1.54862
H -5.54667 0.39393 -0.55754
H -9.11853 1.03442 1.15491
H -8.95940 1.11946 -0.57606

Forces on the atoms, in the same order (eV/Å):
C 0.5 0.0 1.9
Si 2.3 1.7 1.6
C 0.5 0.3 0.1
C 0.6 0.6 0.1
Si -0.2 -2.1 -3.0
O -1.4 -1.6 1.7
C -1.7 -1.5 -0.1
C 0.1 -0.8 0.6
C -0.1 0.6 0.5
C -0.1 -2.6 1.0
S -3.2 3.1 -7.3
O 4.9 -1.1 2.9
O -1.9 -3.0 4.6
Cl 0.4 -0.9 -1.2
H -2.1 0.5 -1.2
H 1.2 1.9 -0.3
H 0.5 -2.4 -0.9
H 2.2 -0.6 0.1
H -1.6 -0.3 1.9
H -1.2 -0.4 -1.9
H -1.1 -0.5 -2.3
H 0.3 2.2 0.8
H -0.9 -2.0 1.4
H 0.0 -0.1 0.2
H 0.2 2.3 0.0
H 1.7 0.3 1.7
H -1.1 2.1 0.0
H 0.3 -2.5 -0.8
H -1.6 1.4 -1.6
H -0.2 2.5 -0.1
H 1.2 -0.4 -2.3
H 2.1 1.6 -0.6
H -0.5 1.7 2.2
N 0.7 -0.2 -0.7
C 0.6 -0.1 0.2
N -1.6 0.3 0.3
O 0.0 0.0 0.3
H 0.1 0.0 0.2
H -0.1 0.1 -0.1
H 0.2 0.0 -0.3
H 0.1 0.0 0.2

Properties
- SMILES: C[Si](C)(C)[Si@@H](O)CCCCS(=O)(=O)Cl.NC(N)=O
- HOMO: -0.3495 Eh
- Energy: -58949.886 eV
- 2S+1: 1
- F_max: 8.54 eV/A
- E_LUMO: -1.43 eV
- Frontier orbital gap: 8.1 eV

Let us look at the Mulliken charges, expressed in e, one per atom: number 1, C, carries -0.90; number 2, Si, carries 0.53; number 3, C, carries -1.05; number 4, C, carries -0.92; number 5, Si, carries 0.34; number 6, O, carries -0.58; number 7, C, carries -0.40; number 8, C, carries -0.32; number 9, C, carries -0.78; number 10, C, carries -0.57; number 11, S, carries 0.93; number 12, O, carries -0.69; number 13, O, carries -0.49; number 14, Cl, carries -0.15; number 15, H, carries 0.29; number 16, H, carries 0.20; number 17, H, carries 0.26; number 18, H, carries 0.29; number 19, H, carries 0.29; number 20, H, carries 0.28; number 21, H, carries 0.27; number 22, H, carries 0.26; number 23, H, carries 0.23; number 24, H, carries -0.13; number 25, H, carries 0.30; number 26, H, carries 0.13; number 27, H, carries 0.38; number 28, H, carries 0.23; number 29, H, carries 0.24; number 30, H, carries 0.30; number 31, H, carries 0.32; number 32, H, carries 0.37; number 33, H, carries 0.38; number 34, N, carries -0.28; number 35, C, carries 0.67; number 36, N, carries -0.38; number 37, O, carries -0.66; number 38, H, carries 0.15; number 39, H, carries 0.25; number 40, H, carries 0.23; number 41, H, carries 0.16

***

Density functional theory data (the ωB97M-V functional and the def2-TZVPD basis) for a 5-piece molecular cluster, C8H23ClN8O7 overall.

Atoms and positions in Å:
O -0.47530 -0.37517 5.18113
C -0.85166 -1.47186 5.41318
O -2.12447 -1.87275 5.16292
O -0.09457 -2.40005 6.04852
C 0.35747 -3.50734 5.24353
C 1.46180 -3.09360 4.25861
C 1.24201 -3.64674 2.85237
Cl 2.29656 -2.83736 1.66086
H -2.15387 -2.71255 4.68214
H -0.49720 -3.96095 4.71715
H 0.72138 -4.23501 5.97267
H 2.44753 -3.39376 4.63044
H 1.47836 -1.99755 4.19618
H 0.20856 -3.49737 2.52295
H 1.47912 -4.71144 2.78501
N 1.41303 -0.15869 -3.25714
C 1.92843 -0.89655 -2.23247
N 1.49776 -0.51788 -0.99160
O 2.70605 -1.82318 -2.40359
H 0.75035 0.58341 -3.11952
H 1.67690 -0.41493 -4.18945
H 1.87096 -1.01739 -0.20482
H 0.86630 0.24598 -0.83035
N 1.96967 1.39509 2.99883
C 2.19575 2.01063 1.80242
N 3.49423 2.36127 1.55634
O 1.30335 2.23125 1.00015
H 2.69300 1.20628 3.66599
H 1.02809 1.12328 3.21578
H 3.69100 2.80134 0.67702
H 4.24535 2.18394 2.19505
N -3.19128 -0.11988 -2.50751
C -2.36698 0.96312 -2.47336
N -2.72099 1.96170 -1.62322
O -1.35827 1.02508 -3.16992
H -4.01902 -0.20085 -1.94837
H -2.93143 -0.87597 -3.11374
H -2.11959 2.76396 -1.57444
H -3.53561 1.92803 -1.04033
N -1.35558 3.38636 -5.08397
C -2.08875 3.58550 -6.21694
N -2.77765 2.48160 -6.65165
O -2.13727 4.65281 -6.80260
H -1.32509 2.50502 -4.59905
H -0.83013 4.16595 -4.73598
H -3.32741 2.58225 -7.48363
H -2.74091 1.59496 -6.18558

Forces on the atoms, in the same order (eV/Å):
O 0.1 0.7 0.0
C -0.2 -0.6 0.1
O 0.0 0.1 -0.5
O 0.2 -0.2 -0.2
C 0.1 -0.1 0.2
C 0.0 0.3 -0.1
C -0.1 -0.2 0.1
Cl 0.1 -0.1 0.1
H 0.0 0.0 0.5
H 0.1 0.0 0.1
H -0.1 0.1 -0.2
H -0.2 0.0 -0.1
H -0.1 -0.2 0.0
H 0.2 0.0 0.0
H -0.1 0.1 0.0
N 0.2 0.1 -0.1
C -0.1 0.1 0.0
N 0.0 -0.1 0.1
O 0.0 0.0 0.0
H -0.2 -0.1 0.0
H 0.0 0.0 0.0
H -0.1 0.1 0.0
H 0.1 0.1 0.0
N 0.0 -0.1 0.0
C 0.1 0.0 -0.1
N 0.0 0.0 0.0
O -0.1 0.0 -0.1
H 0.0 0.0 0.0
H 0.0 0.0 0.0
H 0.0 0.0 0.0
H 0.0 0.0 0.0
N 0.0 0.0 -0.1
C -0.1 0.0 0.2
N 0.0 0.0 -0.1
O 0.0 0.1 -0.2
H 0.0 0.0 0.0
H 0.0 0.0 0.0
H 0.0 0.0 0.0
H 0.0 0.0 0.0
N -0.1 0.0 -0.1
C 0.1 0.0 0.1
N -0.1 0.0 0.0
O 0.0 0.0 0.0
H 0.1 0.0 0.2
H 0.0 0.0 0.0
H 0.0 0.0 0.0
H 0.0 0.0 0.0

Properties
- SMILES: O=C(O)OCCCCl.NC(N)=O.NC(N)=O.NC(N)=O.NC(N)=O
- HOMO: -0.3394 Eh
- Energy: -47449.071 eV
- 2S+1: 1
- F_max: 0.67 eV/A
- E_LUMO: 0.02 eV
- Frontier orbital gap: 9.3 eV

Let us look at the Mulliken charges, expressed in e, one per atom: number 1, O, carries -0.46; number 2, C, carries 0.71; number 3, O, carries -0.46; number 4, O, carries -0.34; number 5, C, carries -0.66; number 6, C, carries -0.20; number 7, C, carries -0.48; number 8, Cl, carries -0.20; number 9, H, carries 0.34; number 10, H, carries 0.32; number 11, H, carries 0.30; number 12, H, carries 0.35; number 13, H, carries 0.12; number 14, H, carries 0.31; number 15, H, carries 0.35; number 16, N, carries -0.31; number 17, C, carries 0.61; number 18, N, carries -0.11; number 19, O, carries -0.69; number 20, H, carries 0.20; number 21, H, carries 0.18; number 22, H, carries 0.02; number 23, H, carries 0.13; number 24, N, carries -0.30; number 25, C, carries 0.69; number 26, N, carries -0.39; number 27, O, carries -0.66; number 28, H, carries 0.14; number 29, H, carries 0.14; number 30, H, carries 0.22; number 31, H, carries 0.16; number 32, N, carries -0.43; number 33, C, carries 0.78; number 34, N, carries -0.40; number 35, O, carries -0.83; number 36, H, carries 0.16; number 37, H, carries 0.23; number 38, H, carries 0.23; number 39, H, carries 0.16; number 40, N, carries -0.27; number 41, C, carries 0.53; number 42, N, carries -0.33; number 43, O, carries -0.66; number 44, H, carries 0.23; number 45, H, carries 0.18; number 46, H, carries 0.20; number 47, H, carries 0.17

***

Density functional theory data (the ωB97M-V functional and the def2-TZVPD basis) for a 2-piece molecular cluster, C8H23N2Si overall.

Atoms and positions in Å:
C -3.02369 -1.01712 0.16929
C -1.20692 2.65325 0.13358
C 2.78901 0.84815 -1.81717
C 1.57995 -2.54863 0.73683
C -1.74448 -0.43290 0.87268
C -1.37341 1.44390 -0.69921
C 2.65748 0.31724 -0.34255
C -0.78222 0.13704 -0.19759
N 0.92635 0.25632 2.13803
N -0.59696 -0.78769 -1.40162
Si 1.01862 0.13054 0.49669
H -2.73775 -2.01407 -0.11245
H -3.34291 -0.65286 -0.75036
H -3.91791 -1.02895 0.73799
H -1.72447 2.40807 1.09306
H -1.76999 3.47980 -0.21485
H -0.25078 3.09526 0.22613
H 2.60673 0.13002 -2.56130
H 2.08211 1.73924 -1.92828
H 3.79137 1.23303 -1.98298
H 1.55203 -1.95131 -0.11260
H 1.96140 -2.23236 1.68022
H 1.73178 -3.55879 0.27995
H -2.17690 0.35379 1.55097
H -1.22570 -1.26944 1.41243
H -0.92594 1.65444 -1.81268
H -2.51957 1.31458 -0.77656
H 3.32902 0.99062 0.24713
H 3.21080 -0.60597 -0.10869
H 0.14497 -0.07700 2.71871
H 1.66801 0.75760 2.64857
H 0.36626 -2.39356 0.93017
H -1.28646 -0.56576 -2.11124
H -0.80981 -1.80651 -1.14231

Forces on the atoms, in the same order (eV/Å):
C 1.9 -1.3 0.9
C -1.4 -0.2 1.8
C -1.0 1.8 1.6
C -5.2 -1.5 0.4
C -1.4 -0.1 -0.3
C -0.1 0.4 -3.8
C 1.5 0.8 0.1
C 0.5 -1.3 -0.6
N 0.7 0.5 1.3
N -0.4 -1.5 1.3
Si -1.3 0.8 -1.0
H -0.4 -0.9 0.2
H 0.0 1.6 -1.7
H -0.5 -0.2 1.1
H 1.0 0.5 -0.1
H -0.9 0.6 -0.8
H 1.4 -0.2 0.5
H -0.6 -1.0 -0.8
H 0.9 -1.3 -0.1
H 0.1 0.0 0.2
H 1.3 1.6 -1.7
H 1.1 0.0 0.1
H 0.0 0.7 1.1
H 1.2 -0.6 -0.3
H -0.9 0.8 0.0
H -1.2 -0.6 2.5
H 1.8 -0.2 -0.3
H -1.0 0.0 0.1
H -0.3 -0.1 -0.6
H 0.6 0.6 -0.5
H -0.6 -0.8 0.0
H 2.6 -1.3 -0.1
H 0.0 0.1 -0.1
H 0.5 2.0 -0.4

Properties
- HOMO: -0.4872 Eh
- ΔE to the lowest compared entry with this formula, charge and spin: 64.5 kcal/mol
- Energy: -19519.054 eV
- 2S+1: 1
- Total charge: +1
- F_max: 5.40 eV/A
- E_LUMO: -3.56 eV
- Frontier orbital gap: 9.7 eV

Let us look at the Mulliken charges, expressed in e, one per atom: number 1, C, carries -1.56; number 2, C, carries -1.45; number 3, C, carries -1.09; number 4, C, carries -0.95; number 5, C, carries -0.60; number 6, C, carries -0.59; number 7, C, carries -0.63; number 8, C, carries 1.30; number 9, N, carries -0.28; number 10, N, carries -0.63; number 11, Si, carries -0.08; number 12, H, carries 0.42; number 13, H, carries 0.38; number 14, H, carries 0.40; number 15, H, carries 0.26; number 16, H, carries 0.45; number 17, H, carries 0.39; number 18, H, carries 0.32; number 19, H, carries 0.23; number 20, H, carries 0.40; number 21, H, carries 0.19; number 22, H, carries 0.39; number 23, H, carries 0.33; number 24, H, carries 0.27; number 25, H, carries 0.28; number 26, H, carries 0.32; number 27, H, carries 0.22; number 28, H, carries 0.47; number 29, H, carries 0.51; number 30, H, carries 0.25; number 31, H, carries 0.24; number 32, H, carries 0.23; number 33, H, carries 0.29; number 34, H, carries 0.29